# C13H26InNO3P2

C13H26InNO3P2 as an isolated structure at a distorted geometry (the ωB97M-V functional and the def2-TZVPD basis, the Open Molecules 2025 dataset).

```
46
Properties=species:S:1:pos:R:3:forces:R:3
In -0.364 0.980 0.210 -1.927 -2.449 0.123
P 1.795 1.570 -0.580 2.287 -0.162 -1.715
C 2.505 -0.115 -0.736 0.264 -0.138 0.519
C 1.704 -1.295 -0.176 5.631 -2.280 -0.775
N 0.527 -1.199 0.247 -4.438 2.000 1.946
C -0.137 -2.156 0.955 1.940 -1.781 -0.943
C 0.522 -3.400 1.095 -1.281 1.898 -0.057
C 1.787 -3.588 0.557 0.965 -1.628 -0.190
C 2.427 -2.550 -0.074 -0.181 1.517 -0.680
C -1.505 -1.928 1.517 1.250 1.853 0.294
P -2.444 -0.578 0.755 -1.146 0.146 -0.525
H 3.435 -2.627 -0.542 -0.936 -0.061 0.617
H -0.009 -4.163 1.618 -0.046 -0.577 0.268
H 2.271 -4.613 0.623 -0.623 1.503 -0.012
H -2.070 -2.795 1.380 -0.937 -1.521 0.327
H -1.399 -1.617 2.564 -0.068 -0.463 0.037
H 2.698 -0.311 -1.776 -0.155 0.093 -0.686
H 3.536 -0.052 -0.325 -0.669 -0.349 0.195
H -0.135 -0.536 -5.564 0.598 -1.294 -0.524
O 0.153 -1.380 -5.995 -0.952 1.338 0.107
H 0.805 -1.802 -5.445 0.354 -0.056 0.397
H -1.961 2.164 -0.961 -0.428 1.269 0.755
O -2.327 1.530 -1.561 0.353 0.909 -2.582
H -2.329 2.097 -2.415 -0.213 -1.516 1.589
C -3.422 -1.441 -0.516 -0.754 -0.210 -0.074
H -3.714 -2.435 -0.106 0.104 0.648 -0.228
H -4.356 -0.894 -0.788 0.824 -0.264 0.250
H -2.840 -1.610 -1.419 0.035 0.034 -0.064
C -3.702 -0.111 2.028 0.499 -0.241 0.359
H -4.309 0.739 1.686 0.194 -0.337 0.058
H -4.359 -0.994 2.238 0.547 0.715 -0.217
H -3.163 0.171 2.959 -0.452 -0.135 -0.528
C 2.838 2.505 0.577 -0.159 0.019 1.040
H 3.885 2.551 0.228 -0.492 -0.192 0.009
H 2.453 3.531 0.640 0.144 -0.159 -0.080
H 2.812 2.085 1.617 0.030 0.209 -0.958
C 2.114 2.256 -2.207 0.074 0.236 -0.745
H 1.738 3.287 -2.194 0.199 -0.168 -0.319
H 3.199 2.248 -2.470 -0.774 0.036 0.293
H 1.556 1.661 -2.964 0.345 0.470 0.448
C -0.098 2.926 2.506 -0.345 0.548 1.842
C 0.017 1.492 2.201 -0.147 -0.741 0.420
O 0.335 0.523 2.871 -0.161 1.325 0.134
H -1.184 3.206 2.438 0.845 -0.227 0.047
H 0.446 3.536 1.782 -0.063 -0.097 -0.043
H 0.268 3.135 3.521 -0.135 0.279 -0.130
```
Forces are in eV/Å.

Calculated values
- Total charge: +2
- Total energy: -45270.65953 eV
- Gap between HOMO and LUMO: 6.88 eV
- Max |F|: 6.12 eV/A



# C3H2ClNO

A 2-piece molecular cluster, C3H2ClNO overall at a distorted geometry (the ωB97M-V functional and the def2-TZVPD basis, the Open Molecules 2025 dataset).

```
8
Properties=species:S:1:pos:R:3:forces:R:3
C -0.273 1.999 -0.592 0.884 -1.508 0.031
C -0.048 -1.101 -1.755 -0.511 0.416 -1.084
C 0.737 -0.261 -1.137 1.501 -0.115 1.272
N 0.268 0.953 -0.725 -1.453 2.221 -0.076
O -0.742 -1.666 -2.475 -0.310 -0.809 0.064
Cl -0.095 0.184 3.665 -3.970 0.687 0.365
H -1.567 0.443 3.803 3.978 -0.689 -0.385
H 1.718 -0.551 -0.784 -0.118 -0.203 -0.188
```
Forces are in eV/Å.

Calculated values
- Total energy: -19200.12813 eV
- Gap between HOMO and LUMO: 9.66 eV
- Max |F|: 4.06 eV/A



# C31H38FN2O3S2Sc

C31H38FN2O3S2Sc as an isolated structure (the ωB97M-V functional and the def2-TZVPD basis, the Open Molecules 2025 dataset).

```
78
Properties=species:S:1:pos:R:3:forces:R:3
Sc 0.531 -0.629 0.387 0.240 -0.077 -0.120
C -4.049 -0.165 0.494 -0.050 -0.030 0.067
C -3.523 -0.771 1.772 0.006 0.022 0.012
C -4.290 -0.654 2.927 -0.024 0.005 -0.026
C -3.824 -1.069 4.162 0.026 -0.008 0.027
C -2.537 -1.593 4.241 -0.045 0.007 -0.029
C -1.744 -1.736 3.115 0.024 -0.016 -0.001
C -0.355 -2.294 3.234 0.016 0.018 -0.055
C -2.235 -1.357 1.838 0.032 0.021 0.001
N -1.405 -1.510 0.746 -0.056 -0.021 -0.062
C -1.957 -1.881 -0.502 -0.035 -0.013 0.033
C -2.994 -2.979 -0.547 0.010 0.014 -0.009
C -1.456 -1.325 -1.626 -0.077 -0.030 0.023
C -2.055 -1.652 -2.973 0.034 -0.004 0.014
N -0.451 -0.344 -1.496 0.059 0.003 0.202
C 0.070 0.247 -2.649 0.042 0.019 -0.119
C -0.253 1.583 -2.953 -0.036 -0.030 0.078
C -1.150 2.345 -2.018 0.014 -0.050 -0.053
C 0.272 2.185 -4.089 0.048 0.019 -0.039
C 1.120 1.489 -4.940 -0.011 0.006 0.021
C 1.450 0.176 -4.637 0.011 0.008 -0.002
C 0.946 -0.453 -3.505 0.025 -0.037 0.052
C 1.351 -1.861 -3.166 -0.061 0.024 -0.061
H -4.759 0.631 0.734 0.000 0.009 -0.006
H -4.571 -0.898 -0.128 0.006 0.025 -0.045
H -3.242 0.249 -0.110 0.019 0.010 0.016
H -5.268 -0.186 2.852 0.002 0.000 -0.001
H -4.434 -0.958 5.051 0.001 0.003 0.001
H -2.136 -1.901 5.202 -0.001 -0.001 0.004
H -0.192 -2.735 4.219 0.000 -0.001 0.007
H 0.402 -1.511 3.104 -0.025 -0.019 0.023
H -0.159 -3.043 2.465 0.008 -0.019 0.011
H -3.346 -3.204 0.460 -0.011 0.007 0.001
H -2.580 -3.904 -0.966 -0.003 -0.015 0.019
H -3.867 -2.713 -1.153 0.004 -0.014 -0.004
H -2.988 -1.094 -3.129 0.007 0.002 -0.023
H -2.299 -2.713 -3.057 0.018 -0.007 0.010
H -1.390 -1.393 -3.797 -0.001 -0.011 -0.014
H -2.085 1.804 -1.852 0.001 0.011 0.019
H -1.376 3.336 -2.418 0.008 0.010 0.008
H -0.685 2.456 -1.036 -0.005 0.024 -0.004
H 0.018 3.218 -4.306 -0.009 -0.002 0.005
H 1.532 1.970 -5.819 -0.006 0.002 -0.005
H 2.133 -0.370 -5.282 -0.001 -0.007 0.005
H 2.132 -2.212 -3.843 0.005 0.009 0.002
H 0.504 -2.548 -3.234 0.000 -0.017 0.025
H 1.718 -1.934 -2.142 -0.008 -0.007 -0.019
F -1.196 4.006 4.610 0.002 0.001 0.001
C -0.767 3.038 3.736 0.022 -0.042 -0.034
C -1.539 2.737 2.636 -0.001 0.036 0.042
C -1.082 1.746 1.769 0.039 -0.023 -0.060
C 0.121 1.042 1.945 -0.090 0.058 -0.006
C 0.842 1.409 3.091 0.024 -0.087 -0.041
C 0.423 2.390 3.988 -0.016 0.035 0.026
H -2.478 3.255 2.480 -0.003 -0.010 -0.019
H -1.707 1.505 0.912 -0.030 0.019 0.053
H 1.781 0.904 3.305 -0.001 0.019 0.032
H 0.998 2.649 4.870 0.007 -0.010 -0.003
O 2.864 -3.569 2.049 -0.060 0.045 -0.059
S 2.798 -2.802 0.825 0.249 -0.086 0.172
O 3.739 -3.188 -0.204 -0.060 0.070 -0.030
O 1.415 -2.669 0.291 -0.186 0.164 -0.099
S 3.170 -0.832 1.414 -0.020 0.040 -0.040
C 5.080 1.003 -0.432 0.007 -0.016 -0.019
C 3.570 1.275 -0.376 -0.015 0.064 -0.020
C 3.148 1.904 -1.706 0.048 -0.053 -0.024
C 3.285 2.278 0.742 -0.039 0.010 -0.051
C 2.745 -0.010 -0.217 -0.123 -0.197 0.170
H 5.645 1.930 -0.584 -0.006 0.006 0.005
H 5.310 0.321 -1.256 0.002 -0.002 0.007
H 5.426 0.535 0.492 0.015 0.004 0.000
H 3.720 2.819 -1.902 0.005 0.000 0.006
H 2.087 2.148 -1.698 -0.048 0.027 0.012
H 3.315 1.211 -2.535 -0.012 0.017 -0.001
H 3.832 3.211 0.566 0.010 0.011 0.008
H 3.588 1.892 1.720 -0.004 -0.011 -0.006
H 2.217 2.498 0.792 0.030 0.001 0.029
H 3.126 -0.734 -0.950 0.052 0.066 -0.040
```
Forces are in eV/Å.

Calculated values
- Total charge: -2
- Total energy: -86979.25759 eV
- Gap between HOMO and LUMO: 5.30 eV
- Max |F|: 0.31 eV/A



# C5H12N

An isolated ion of composition C5H12N and charge +1 at a distorted geometry (the ωB97M-V functional and the def2-TZVPD basis, the Open Molecules 2025 dataset).

```
18
Properties=species:S:1:pos:R:3:forces:R:3
C 0.762 1.953 -0.099 0.989 0.410 -0.525
C -0.447 1.444 -0.286 -0.267 0.242 -0.817
C -0.640 0.274 -1.254 0.423 2.018 0.412
C -0.760 -1.088 -0.614 -1.180 -1.045 1.886
C 0.356 -1.550 0.311 0.816 -0.170 0.152
N 0.587 -0.648 1.550 -0.539 -1.491 -1.201
H 1.532 1.812 -0.865 0.302 -1.001 0.673
H 1.054 2.644 0.665 -0.432 0.927 0.055
H -1.299 2.112 -0.116 -0.148 -0.858 1.310
H -1.540 0.646 -1.733 -0.178 -1.078 -0.866
H 0.250 0.378 -1.885 -0.395 -0.606 -0.419
H -0.948 -1.921 -1.296 0.253 0.313 -0.315
H -1.622 -1.178 0.079 -0.255 0.592 -0.633
H 1.283 -1.645 -0.219 0.747 0.390 -0.176
H 0.239 -2.520 0.788 -0.646 -0.227 -0.534
H 0.174 -1.134 2.331 -0.357 0.238 0.485
H 1.580 -0.619 1.712 0.450 0.723 0.160
H 0.138 0.244 1.334 0.416 0.623 0.352
```
Forces are in eV/Å.

Calculated values
- Total charge: +1
- Total energy: -6861.44602 eV
- Gap between HOMO and LUMO: 10.28 eV
- Structure (SMILES): C=CCCC[NH3+]
- Max |F|: 2.46 eV/A



# C9H10O3

C9H10O3 as an isolated structure at a distorted geometry (the ωB97M-V functional and the def2-TZVPD basis, the Open Molecules 2025 dataset).

```
22
Properties=species:S:1:pos:R:3:forces:R:3
C -2.522 -1.845 1.519 -0.741 -2.538 1.570
C -1.347 0.058 0.864 -0.818 1.250 1.553
C -1.251 1.389 0.469 -1.291 -3.163 1.359
C -0.410 1.804 -0.466 1.350 2.741 -4.713
C 0.699 0.985 -0.926 -2.764 -2.067 1.148
C 2.681 1.627 -1.004 4.336 5.088 0.033
C 0.681 -0.363 -0.357 0.134 4.064 -3.556
C 1.396 -1.429 -0.992 6.691 -3.715 0.799
C -0.412 -0.718 0.355 2.626 -6.019 3.938
H -1.695 -2.265 0.377 -3.005 0.955 4.219
H -3.936 -2.504 1.135 3.621 2.562 1.158
H -2.312 -2.180 2.926 -0.446 -0.156 -4.803
H -2.038 1.849 0.896 -2.460 2.882 0.673
H -0.875 2.733 -1.130 2.214 -1.989 1.942
H 3.296 2.694 -1.603 -1.083 -3.738 1.572
H 3.285 0.705 -0.761 -0.339 1.330 -0.323
H 2.380 2.246 -0.081 0.185 -1.431 -1.036
H 0.433 -2.459 -1.165 3.624 2.600 -0.032
H -0.159 -1.765 1.019 -0.919 2.672 -2.357
O -2.303 -0.420 1.795 0.290 -0.983 -3.130
O 1.636 1.349 -1.850 -2.193 -0.300 0.610
O 2.773 -1.490 -1.021 -9.010 -0.047 -0.626
```
Forces are in eV/Å.

Calculated values
- Total energy: -15624.73552 eV
- Gap between HOMO and LUMO: 8.18 eV
- Max |F|: 9.03 eV/A



# C2H13NO3

A 4-piece molecular cluster, C2H13NO3 overall at a distorted geometry (the ωB97M-V functional and the def2-TZVPD basis, the Open Molecules 2025 dataset).

```
19
Properties=species:S:1:pos:R:3:forces:R:3
C 0.786 1.823 2.443 -0.290 0.147 0.194
C 0.545 0.466 1.766 0.211 0.627 -0.416
N -0.688 0.632 0.963 -1.063 -1.158 0.398
H -0.227 2.128 2.753 0.477 0.287 0.194
H 1.418 1.891 3.333 0.041 -0.565 -0.167
H 1.169 2.581 1.759 -0.145 -0.088 -0.207
H 1.278 0.187 1.014 0.630 0.193 0.261
H 0.547 -0.353 2.488 -0.497 0.087 0.045
H -1.337 -0.132 1.183 0.465 -0.085 -0.337
H -1.233 1.401 1.323 0.158 0.517 -0.011
O -0.890 -2.589 0.432 -0.188 0.381 0.399
H -1.600 -3.159 0.124 0.019 0.084 -0.068
H -1.004 -1.750 -0.052 0.216 -0.739 -0.165
O 0.921 1.199 -2.937 0.035 0.027 0.007
H 0.001 1.409 -2.737 0.152 0.229 -0.112
H 1.386 2.041 -3.034 -0.257 -0.202 0.109
O -0.477 -1.350 -1.994 -0.497 0.185 -0.075
H 0.151 -1.921 -2.442 0.170 0.168 0.064
H -0.042 -0.508 -1.826 0.364 -0.097 -0.114
```
Forces are in eV/Å.

Calculated values
- Total energy: -9917.05903 eV
- Gap between HOMO and LUMO: 10.29 eV
- Structure (SMILES): CCN.O.O.O
- Max |F|: 1.62 eV/A



| no. | HOMO level (eV) |
| --- | --- |
| 1 | -14.376 |
| 2 | -9.594 |
| 3 | -0.617 |
| 4 | -13.640 |
| 5 | -9.010 |
| 6 | -9.587 |